# C24H21F6N4O2OsS5

A structure of composition C24H21F6N4O2OsS5 (ωB97M-V/def2-TZVPD, the OMol25 dataset).

```
! RIJCOSX wB97M-V def2-TZVPD def2/J DEFGRID3
* xyz 1 5
F -0.072 -3.484 1.775
C -2.817 2.432 -3.398
C -2.411 0.957 -1.517
N -2.445 3.162 -4.200
C 2.102 -0.573 2.206
F -1.744 -3.009 0.528
S -0.690 0.903 -1.714
H 3.037 4.427 -0.340
Os -0.589 -0.216 0.406
H -2.266 -1.989 -2.040
C -1.399 -3.272 1.805
H 4.199 0.415 -3.833
H -1.411 -1.514 -3.512
C 3.283 -2.332 1.018
N 0.272 -1.984 -1.122
C -1.217 -2.380 4.148
C 1.487 -2.484 -0.739
C 2.878 1.649 -0.987
C -3.285 1.600 -2.362
C 2.120 -1.923 0.434
C 2.450 3.920 0.418
C -0.241 -2.616 -2.134
H -1.657 -3.300 4.522
F -1.971 -4.415 2.147
C 3.763 1.106 -0.072
C -4.683 1.517 -2.194
H -1.908 -3.191 -3.296
O -1.156 -0.946 2.233
F -3.838 -2.026 1.570
H 3.646 1.302 0.983
C 6.045 -0.874 -2.353
C -1.534 -2.312 -2.779
C -1.728 -2.074 2.729
O 0.843 1.838 0.654
H 3.949 -3.104 0.695
H 2.812 -4.110 -1.395
H -1.479 -1.554 4.804
H 6.740 -0.325 -2.986
C 1.917 -3.533 -1.501
H 2.440 0.699 3.869
H 3.096 3.461 1.157
C 4.071 0.603 -2.777
H 5.624 -1.681 -2.949
C 1.638 0.433 3.183
H 1.777 4.624 0.896
S -2.853 0.121 -0.071
F -3.859 -2.824 3.561
C 4.957 0.028 -1.869
H 6.604 -1.305 -1.527
C -3.278 -1.916 2.780
N -5.820 1.424 -2.083
H 0.795 0.030 3.748
H 2.354 1.862 -3.047
N 1.483 -0.914 1.110
H 1.272 1.318 2.661
C 3.035 1.410 -2.343
H 5.502 -0.095 0.200
S 1.465 2.648 -0.454
S 3.570 -1.457 2.460
H -0.135 -2.476 4.127
C 4.799 0.304 -0.515
S 0.771 -3.894 -2.719
F -3.600 -0.714 3.248
*
```

Results
**Electronic energy**: -108225.78479 eV
**Energy relative to the best compared isomer or geometry (same formula, charge and spin)**: 15.7 kcal per mole
**Orbital gap (spin up / spin down)**: 8.0544 / 6.1564 eV